ORCA calculation (ωB97M-V with the def2-TZVPD basis set) on a single C4H7NO molecule at a distorted geometry.

Bonds (Å) are listed after each position.
CARTESIAN COORDINATES (ANGSTROEM)
1 C 0.14340 1.37897 -0.39118  C2 1.333, H7 1.066, H8 1.093
2 C 0.23812 0.06622 -0.18309  C1 1.333, C3 1.522, C4 1.468
3 C 1.48811 -0.60038 0.37408  C2 1.522, H9 1.143, H10 1.126, H11 1.156
4 C -0.83244 -0.89163 -0.48331  C2 1.468, N5 1.266, H12 1.094
5 N -2.05731 -0.80528 -0.17621  C4 1.266, O6 1.386
6 O -2.46085 0.36469 0.44765  N5 1.386, H13 0.969
7 H -0.73625 1.85436 -0.76006  C1 1.066
8 H 0.99913 2.00608 -0.12911  C1 1.093
9 H 1.73102 -1.54500 -0.22114  C3 1.143
10 H 1.33474 -0.93034 1.44007  C3 1.126
11 H 2.41275 0.08551 0.27352  C3 1.156
12 H -0.56620 -1.82115 -0.99604  C4 1.094
13 H -1.69420 0.83795 0.80483  O6 0.969

Properties
E (eV): -7796.411
SMILES string: C=C(C)/C=N\O
ΔE to the lowest compared entry with this formula, charge and spin (eV): 3.234